A structure of composition C22H42N3O5ReSSb at a distorted geometry, computed with wB97M-V/def2-TZVPD.

The geometry in XYZ format:
```
75
Properties=species:S:1:pos:R:3:mulliken_spin:R:1
H 6.82 -0.61 -1.01 0.00
H -1.11 0.32 -5.50 0.00
C -1.76 -2.96 -0.91 -0.02
N -2.37 1.48 3.22 0.00
H -3.49 0.44 -1.79 0.00
H 1.20 4.82 0.73 0.00
C -1.47 0.76 -2.44 0.03
C 1.46 -3.49 -1.59 0.01
H 1.89 3.29 0.17 -0.01
H -2.15 1.06 5.26 0.00
C -1.55 1.43 4.43 0.00
O -0.83 0.36 1.99 0.05
H -3.04 2.80 -3.56 0.00
O -2.15 0.44 -0.21 0.04
S 2.09 0.60 1.67 0.05
C -1.84 -4.43 -1.26 0.00
H 1.48 -2.91 -2.52 0.00
H 0.93 -4.42 -1.78 0.00
C 5.93 -0.38 -0.45 0.01
Sb 0.21 -2.38 -0.22 -0.03
H 4.83 0.69 2.57 0.00
H -0.71 0.76 4.26 0.00
C 0.98 3.89 0.20 0.01
H -2.93 2.00 -5.13 0.00
O -0.36 1.88 0.21 0.09
H -1.17 2.42 4.68 0.00
C -0.14 3.11 0.89 0.01
C 0.39 -3.45 1.66 0.00
C 4.71 -0.50 -1.05 0.00
H 3.47 -4.21 -1.88 0.00
H 1.58 -3.54 3.45 0.00
H -3.69 3.02 2.61 0.00
C 5.99 0.05 0.88 0.00
H -1.25 4.88 1.39 0.00
C -0.70 0.97 -4.73 0.00
H 6.95 0.15 1.38 0.00
N -1.70 1.17 -3.67 0.01
H -3.74 2.58 4.32 0.00
O 2.41 -0.40 -1.01 0.03
H 2.54 -3.36 1.97 0.00
H 1.64 -1.98 2.63 0.00
Re 0.65 0.32 -0.19 2.60
C 4.83 0.35 1.55 0.01
H 2.85 -4.48 -0.26 0.00
H 0.40 -4.51 1.39 0.00
C 1.61 -3.05 2.47 0.00
H -0.44 1.92 -5.18 0.00
H -3.09 2.04 0.70 0.00
H 4.57 -0.82 -2.08 0.00
H -1.98 -2.33 -1.77 0.00
H -1.21 -4.68 -2.12 0.00
H -4.49 1.51 3.13 0.00
C -2.85 0.99 0.89 0.01
C -1.93 0.92 2.10 0.00
H -1.55 -5.07 -0.43 0.00
C -1.43 3.92 0.92 0.02
C 3.60 0.22 0.90 0.01
O -0.38 0.19 -2.13 -0.01
C 2.87 -3.77 -1.08 0.00
N 3.58 -0.21 -0.37 0.05
H -2.20 3.40 1.48 0.00
H -2.45 -2.71 -0.10 0.00
C -2.94 1.84 -4.06 0.00
H -0.53 -3.23 2.20 0.00
H -2.80 2.02 -1.35 0.00
H -3.78 0.44 1.07 0.00
H -3.81 1.23 -3.81 0.00
H -2.87 -4.69 -1.53 0.00
H 3.37 -2.87 -0.74 0.00
H 0.69 4.14 -0.82 0.00
H 0.19 0.51 -4.31 0.00
H -1.78 4.10 -0.10 0.00
C -3.64 2.18 3.31 0.00
C -2.58 0.95 -1.44 0.01
H 0.17 2.90 1.92 0.00
```

Summary:
relative energy (zero: lowest compared OMol25 entry of this formula, charge and spin)	118.65	kJ/mol
multiplicity	4
net charge	+2
HOMO-LUMO gap (spin up / spin down)	7.464 / 8.035	eV

=====

A cluster of 2 separate species, C22H43Br2NO2 in total at a distorted geometry, computed with wB97M-V/def2-TZVPD.

The geometry in XYZ format:
```
70
Properties=species:S:1:pos:R:3:lowdin_charge:R:1
H 3.33 -0.65 4.42 0.10
H -3.84 2.18 -4.92 0.08
H 5.21 0.60 3.73 0.06
C 1.00 1.53 1.29 -0.67
H 1.43 -2.60 3.53 0.07
C -2.84 -0.07 -3.58 -0.18
C -2.96 0.21 -5.08 -0.26
H 0.14 1.97 0.80 0.04
H -1.64 0.14 -1.83 0.12
C 5.20 -0.44 3.38 -0.11
H 0.61 2.21 3.27 0.07
H -1.27 0.54 0.75 0.09
H -1.42 1.44 -2.97 0.13
H 2.89 3.30 3.67 0.06
H -0.89 0.59 3.72 0.10
C 0.76 -1.97 2.94 -0.07
H -0.81 -3.28 -2.40 0.11
H -2.09 2.22 -5.10 0.06
O -4.27 1.46 2.19 0.10
H -0.67 -1.45 -0.88 0.10
C 2.88 -0.82 2.32 -0.21
H -3.11 1.85 -6.48 0.08
O -5.09 -0.63 2.49 0.05
H -1.87 1.61 2.65 0.11
C 0.24 -1.60 -1.46 -0.14
H -0.17 -1.88 3.50 0.07
H -3.03 -1.13 -3.37 0.11
C 2.73 2.40 3.08 -0.17
C -1.56 0.58 2.86 -0.18
H -3.64 0.47 -3.06 0.13
H 1.32 -0.05 3.62 0.11
C -3.00 1.70 -5.41 -0.10
H 3.27 -0.02 1.69 0.05
H 0.54 0.58 -1.56 0.07
H -2.15 -0.27 -5.63 0.09
C -0.85 0.01 1.61 -0.24
H 1.68 -0.39 -2.52 0.13
C -0.36 -1.68 -3.83 -0.09
C -0.01 -2.58 -2.62 -0.12
H -0.27 0.66 -5.27 0.09
H 3.50 2.36 2.31 0.03
H 0.52 -2.46 1.99 0.07
C 1.39 -0.59 2.66 -0.40
H -3.88 -0.26 -5.43 0.11
C 1.34 2.41 2.48 -0.73
H -1.18 -1.04 1.49 0.08
H -1.35 -1.87 -4.23 0.11
C 0.37 0.61 -4.39 0.02
H -2.98 -0.14 4.33 0.13
H 2.82 1.55 3.76 0.06
H 0.52 1.60 -3.97 0.12
C 0.68 0.10 1.50 -0.32
C -1.56 0.37 -2.89 -0.10
H 5.49 -0.40 2.32 0.07
H 0.88 -3.16 -2.85 0.11
H 1.00 -1.92 -0.76 0.12
H 1.33 0.18 -4.66 0.11
C 0.66 -0.33 -2.15 -0.14
H -2.73 -1.26 3.02 0.11
H 2.90 -1.72 1.69 0.11
N -0.26 -0.25 -3.35 -0.25
H 3.94 -2.13 3.69 0.09
H -5.43 -0.86 3.36 0.10
C 3.80 -1.06 3.52 -0.26
H 0.36 -1.79 -4.63 0.13
H 5.97 -1.00 3.90 0.06
Br 0.91 4.32 1.98 0.59
Br 2.48 1.90 -0.13 0.52
C -4.09 0.33 2.62 -0.47
C -2.82 -0.20 3.25 -0.12
```

Summary:
HOMO-LUMO gap	5.150	eV

=====

For the records above, the corresponding E values read -2120.09846 -6217.20059 hartree.